1.
{"formula": "C16H22O6", "method": "ωB97M-V with the def2-TZVPD basis set", "symbols": ["C", "C", "O", "C", "O", "H", "O", "O", "H", "H", "H", "H", "H", "C", "O", "H", "C", "H", "H", "C", "H", "H", "C", "O", "H", "C", "C", "H", "H", "C", "C", "H", "C", "C", "H", "H", "C", "H", "H", "C", "C", "H", "H", "H"], "positions_angstrom": [[-3.4349, 0.6872, 0.1245], [3.9462, 1.5683, 1.0633], [0.2555, 2.4145, -0.8877], [-0.6447, -1.6153, -1.7789], [-5.5066, 1.0540, 0.9846], [2.9079, -2.3633, 1.8509], [2.6306, -0.2377, 1.2269], [3.7610, 2.2604, -0.2382], [-3.9085, 2.6365, 0.8801], [4.0349, -0.3505, -0.1504], [2.1017, 3.1664, 0.6238], [-1.8753, 3.7577, 0.1805], [-0.9735, -3.4407, -0.6202], [-1.3005, 0.4241, -0.9222], [0.9501, -3.1673, -0.4805], [-0.5500, -1.9668, 0.7361], [-1.0845, 1.6419, -0.4111], [-1.5554, -1.8297, -2.0830], [4.5128, -0.5515, 1.4262], [3.8079, 0.0030, 0.9739], [-6.1040, -1.6350, 0.8819], [-5.1101, -1.6234, -0.5438], [1.9513, -2.2618, -0.0856], [-0.3754, -0.1400, -1.4194], [2.9527, -2.5720, -0.5005], [-0.3076, -2.4988, -0.3873], [-3.1971, 1.9010, 0.1515], [2.5913, 3.4090, -1.1395], [5.0980, 1.6294, 0.9554], [1.3936, 1.8490, -1.0349], [2.2305, -1.8749, 1.2865], [0.2192, -2.1745, -2.5469], [-5.0130, -1.2713, 0.5526], [2.4162, 2.7497, -0.2443], [1.6750, 1.3750, -1.7870], [1.3510, 0.7274, -0.0182], [-4.6606, 0.2063, 0.5780], [3.4988, 1.9975, 1.6931], [-4.4609, -1.7526, 1.2775], [-2.0469, 2.4973, 0.0054], [-2.5609, -0.0762, -0.5001], [1.8394, -1.4322, -0.8659], [1.2230, -1.9254, 1.7458], [-2.6781, -1.1944, -0.5529]], "mulliken_charge": [-0.42, -1.16, -0.47, -1.22, -0.62, 0.53, -0.42, -0.36, 0.13, 0.22, 0.45, 0.21, 0.28, 0.71, -0.44, 0.24, 0.26, 0.72, 0.72, -0.51, 0.28, 0.31, -0.15, -0.42, 0.40, -0.10, -0.01, 0.21, 0.25, -0.45, -0.61, 0.31, -1.25, -0.67, 1.00, -0.01, 0.53, 0.79, 0.42, -0.64, 0.33, 0.09, 0.21, 0.32], "gap_ev": 8.06, "e_above_lowest_kcal_mol": 427.0, "e_homo_ev": -8.1, "total_energy_ha": -1073.671509}



2.
{"formula": "C16H23BrO6", "method": "ωB97M-V with the def2-TZVPD basis set", "symbols": ["H", "H", "H", "C", "H", "O", "H", "O", "H", "H", "H", "H", "C", "C", "H", "C", "H", "C", "H", "H", "C", "H", "H", "H", "C", "C", "O", "H", "C", "H", "O", "H", "C", "H", "C", "Br", "C", "H", "C", "H", "C", "H", "O", "C", "C", "O"], "positions_angstrom": [[3.7237, 0.4746, 2.6103], [-2.7011, -0.9136, -0.1791], [0.0292, -4.0088, -0.9594], [0.0067, -0.0972, -1.8869], [1.7191, 1.9826, 3.8740], [-2.4040, -0.9641, 2.0257], [-1.3857, -3.3109, 1.0323], [0.7123, -1.2114, -1.7632], [0.2457, 3.0306, -1.1028], [2.5820, 3.8308, 0.6204], [1.0458, -2.8872, -2.9807], [-1.9674, -1.1861, -2.6193], [1.6435, 1.0209, 3.0979], [-1.5437, -2.5711, 0.3498], [-0.4098, -2.3082, -3.6771], [0.4846, 0.9761, -1.2704], [-0.5326, -1.9899, 0.4201], [3.0485, 1.0124, 2.0831], [-1.6778, 0.8113, 1.0071], [-3.2704, 1.2152, -2.5992], [-0.1510, -0.0666, 2.2563], [1.8504, 0.2155, 3.6701], [-1.0046, -4.3885, -2.4632], [1.2184, 2.4503, 1.1548], [-0.2593, 2.1646, -1.1270], [-1.6554, 2.2984, -1.8480], [3.3237, 1.9748, 1.4458], [-3.5584, -2.2947, 0.7381], [-0.6681, -3.6619, -1.5610], [0.0502, -0.8067, 2.9242], [1.7940, 0.7682, -1.0432], [2.4009, 2.7614, -1.4862], [2.5375, 2.0486, -0.8019], [3.6032, 1.5933, -0.8286], [-1.5686, 0.3312, 1.9941], [-2.6234, 3.8636, -1.7035], [-2.6933, -1.6071, 0.5518], [-2.0330, 0.8215, 2.7072], [-1.5001, -0.1031, -2.2807], [2.4937, 0.0168, 1.3704], [0.0606, -2.5477, -2.4160], [0.1975, -0.4494, 1.1079], [0.5330, 1.1698, 2.4784], [-2.3354, 1.1001, -2.3612], [2.2673, 2.4963, 0.5245], [-1.6283, -3.0545, -1.0859]], "mulliken_charge": [0.61, 0.19, 0.51, 1.17, 0.19, -0.53, 0.67, -0.43, 0.84, 0.16, 0.41, 0.14, -0.80, -0.30, 0.30, 0.78, 0.06, -0.42, -0.03, 0.68, -0.09, 0.63, 0.24, 0.50, -1.66, -0.20, -0.32, 0.29, -0.51, 0.60, -0.29, 0.51, -1.22, 0.34, -0.28, -0.14, -0.29, 0.50, -0.21, -0.04, -0.76, -0.37, -0.35, -0.86, 0.09, -0.32], "gap_ev": 8.25, "e_above_lowest_kcal_mol": 323.6, "e_homo_ev": -7.7, "total_energy_ha": -3648.333121}



3.
{"formula": "C16H23CdF4N2O4S3Se", "method": "ωB97M-V with the def2-TZVPD basis set", "symbols": ["H", "F", "H", "N", "C", "F", "H", "H", "C", "F", "H", "C", "F", "C", "Se", "H", "C", "H", "C", "C", "C", "H", "H", "H", "H", "S", "C", "C", "S", "C", "H", "H", "H", "O", "H", "O", "H", "H", "O", "N", "H", "C", "O", "C", "H", "C", "C", "H", "S", "H", "H", "Cd", "C", "H"], "positions_angstrom": [[3.0394, 1.6630, 1.0574], [-3.3619, 0.0899, 3.9799], [2.9744, 1.1528, -3.6518], [1.1791, 1.2844, 1.9446], [-2.5040, -0.3885, 1.7788], [-3.9105, -2.8156, -0.5884], [-0.9573, -1.8571, -4.0712], [-5.4667, -3.0434, 1.5468], [-1.1023, 1.1686, 2.9686], [-1.9402, -1.0595, -0.4289], [1.1478, -2.6118, -3.1279], [0.9897, 0.3562, -3.7297], [-5.2681, -1.6908, 3.7906], [2.3506, 2.1369, 1.7565], [-0.2206, 3.8045, -0.9766], [2.0254, 0.1299, 3.5092], [-3.4282, -0.6240, 2.8255], [4.2783, -1.3600, -1.8139], [-4.4455, -1.5522, 2.7255], [0.2608, -2.6501, -2.4980], [0.1846, 1.9760, 2.7755], [-1.7483, -1.8643, -2.5048], [1.8080, 2.0717, -2.6878], [3.0023, -2.3452, -0.0031], [0.6123, 2.1930, 3.7672], [0.7986, -2.3918, -0.7827], [-4.6655, -2.3242, 1.6028], [-3.7840, -2.1067, 0.5577], [2.6559, 0.3463, -1.4078], [3.1903, -1.3032, -1.8904], [2.8621, 2.3030, 2.7172], [2.9418, -1.4727, -2.9377], [2.0377, 3.0884, 1.3307], [-1.5418, 2.7707, -0.8913], [2.8798, -3.3838, -1.4128], [1.0322, 2.6662, -0.9391], [-1.8719, 1.8834, 3.2752], [-0.0289, 2.9316, 2.2864], [-0.1240, 4.6892, 0.3897], [-1.4674, 0.4568, 1.7527], [0.6882, -0.6411, 2.6107], [2.5937, -2.4076, -1.0134], [-0.1827, 4.6386, -2.3659], [-0.7989, -1.6760, -3.0049], [2.2819, -0.4850, 1.8586], [2.1157, 1.0686, -2.9812], [-2.7664, -1.1954, 0.6441], [0.7270, 0.9503, -4.6056], [-0.5245, 0.0910, -2.7721], [-0.1466, -3.6592, -2.5863], [-0.9722, 0.4705, 3.8043], [-0.3112, 1.1457, -0.0134], [1.5617, 0.0021, 2.5185], [1.3200, -0.6201, -4.0878]], "mulliken_charge": [0.34, -0.34, 0.52, 0.91, -0.37, -0.33, 0.55, 0.49, -0.67, -0.06, 0.38, -0.83, -0.34, -1.22, 1.09, 0.26, 0.54, 0.51, 0.20, -0.89, -1.29, 0.25, 0.19, 0.40, 0.36, -0.02, -0.81, 0.05, 0.18, -1.00, 0.34, 0.39, 0.28, -0.84, 0.47, -0.84, 0.49, 0.36, -0.70, 0.35, 0.24, -0.89, -0.75, -0.63, 0.19, -0.75, 0.00, 0.52, -0.05, 0.51, 0.60, 1.28, -1.01, 0.40], "gap_ev": 6.87, "e_above_lowest_kcal_mol": 8.8, "charge": -1, "e_homo_ev": -4.8, "total_energy_ha": -5197.138245}



4.
{"formula": "C16H23ClNO6", "method": "ωB97M-V with the def2-TZVPD basis set", "symbols": ["O", "O", "C", "H", "C", "H", "C", "H", "H", "H", "C", "H", "C", "H", "O", "C", "H", "H", "C", "C", "C", "H", "H", "C", "H", "H", "O", "O", "H", "C", "C", "Cl", "H", "H", "H", "C", "C", "C", "H", "H", "H", "H", "O", "C", "H", "N", "H"], "positions_angstrom": [[-0.9498, 3.4240, 3.7291], [-2.0797, 4.2808, 1.9840], [-0.1785, -2.6941, -4.4383], [1.2444, 4.9488, 3.7329], [-0.7046, 4.5875, 1.7883], [2.0349, 4.1597, 2.3500], [-0.2004, -1.2450, -2.1576], [-0.6212, -2.9802, -5.4619], [-0.6402, -0.4502, -1.4627], [4.9854, -0.9188, -1.7177], [-1.2306, -1.0162, 1.5592], [-0.4302, 4.4938, 0.7357], [1.3275, 4.0150, 3.1698], [-3.0527, -0.5614, 3.5469], [-1.9530, -1.8321, 2.3710], [1.6822, -2.8825, -2.5512], [-5.1787, 0.7139, 1.9242], [-4.1754, 1.5460, 0.7174], [3.0766, -3.5007, -1.9961], [-4.1524, 0.9420, 1.6285], [1.1451, -3.3542, -3.9299], [1.7357, 3.2713, 3.8592], [3.0138, -4.6273, -2.2550], [-3.1778, -1.1541, 2.6355], [-3.6930, 1.5658, 2.4010], [1.4681, -1.6467, -0.8160], [-0.0610, -1.1583, 1.3195], [-3.2138, 3.5819, 3.8240], [3.2108, -3.3543, -0.8714], [-2.1793, 3.7451, 3.2338], [-0.0239, 3.5692, 2.6546], [5.9030, -3.5635, -2.5070], [-1.8422, -1.0702, -3.8228], [1.7406, -4.1452, -4.4945], [-3.9934, -1.8644, 2.7826], [-3.3535, -0.3223, 1.4008], [4.2542, -2.7849, -2.8742], [-0.8651, -1.6050, -3.5319], [3.9398, -2.9526, -3.9753], [3.3118, -0.6974, -2.4633], [4.7748, -0.6966, -3.5731], [-0.5332, 5.6193, 2.1109], [-2.0024, -0.0122, 1.0552], [4.3319, -1.1877, -2.6222], [-3.7889, -0.9030, 0.5800], [1.0304, -1.8841, -1.7207], [0.0639, 2.6010, 2.1486]], "mulliken_charge": [-0.34, -0.31, -0.29, 0.36, -0.47, 0.38, -0.14, 0.37, 0.41, 0.32, 0.65, 0.31, -1.50, 0.31, -0.32, 0.47, 0.40, 0.36, -0.92, -1.23, -0.50, 0.36, 0.36, -0.49, 0.12, 0.36, -0.58, -0.56, 0.37, 0.65, 0.71, -0.16, 0.34, 0.38, 0.34, 0.51, 0.14, -0.54, 0.31, 0.20, 0.32, 0.32, -0.33, -0.90, 0.25, 0.07, 0.09], "gap_ev": 8.11, "charge": 1, "e_homo_ev": -12.9, "total_energy_ha": -1589.529826}



5.
{"formula": "C16H23N3", "method": "ωB97M-V with the def2-TZVPD basis set", "symbols": ["C", "H", "C", "H", "H", "C", "H", "H", "H", "H", "C", "C", "H", "H", "N", "H", "C", "H", "H", "H", "H", "C", "H", "C", "C", "C", "H", "C", "H", "H", "H", "N", "C", "C", "H", "C", "H", "H", "N", "C", "C", "H"], "positions_angstrom": [[5.4716, -2.1915, 0.1311], [-6.2904, -1.2506, 1.7820], [-2.0717, 0.5614, 0.6682], [-3.7346, -1.4672, 1.5052], [3.0250, -1.2718, -2.0132], [-0.6583, 0.9934, 0.2778], [6.1795, -2.9957, 0.2695], [-2.7143, -0.3941, -1.1585], [-0.8008, 0.7341, -1.8627], [6.0970, -1.0942, 1.8636], [-0.5680, 1.5285, -1.1499], [4.5117, -0.0994, 0.8349], [1.0933, 2.8558, -0.7327], [0.8312, 2.5237, -2.4658], [1.8424, 1.0735, -1.3870], [-4.9123, 0.5999, 0.8403], [-2.5624, -0.6588, -0.1103], [-1.7907, -1.4323, -0.0692], [4.6397, -3.0611, -1.6492], [-7.2021, -0.3109, 0.5997], [3.6096, 2.6844, 2.2233], [3.6246, -0.1371, -0.2719], [-0.3234, 1.7755, 0.9623], [3.6887, -1.2217, -1.1606], [5.4334, -1.1478, 1.0152], [2.7173, 0.9744, -0.3699], [-2.0781, 0.3209, 1.7339], [3.6268, 1.8644, 1.5148], [0.0216, 0.1461, 0.3949], [-1.2997, 2.3268, -1.2864], [-5.1566, -0.0410, -0.7857], [2.7386, 1.9507, 0.5256], [-6.3562, -0.9819, 0.7298], [-5.0654, -0.3162, 0.2679], [-4.0705, -2.1834, -0.0699], [-3.8630, -1.2411, 0.4440], [-2.7540, 1.3987, 0.5119], [-6.5459, -1.8878, 0.1578], [4.4963, 0.9213, 1.7261], [0.8221, 2.0895, -1.4600], [4.5963, -2.2299, -0.9608], [1.7517, 0.2925, -2.0162]], "mulliken_charge": [-0.36, 0.33, -0.78, 0.35, 0.27, -0.39, 0.39, 0.23, 0.30, 0.48, -0.41, 0.07, 0.44, 0.34, -0.06, 0.25, -0.45, 0.29, 0.40, 0.38, 0.42, 0.83, 0.35, -0.47, -0.39, 0.63, 0.32, -0.35, 0.21, 0.27, 0.29, -0.53, -1.35, -0.17, 0.35, -0.79, 0.28, 0.34, -0.67, -1.00, -0.82, 0.19], "gap_ev": 8.76, "e_above_lowest_kcal_mol": 0.6, "e_homo_ev": -8.3, "smiles": "CCCCCCCCNc1ncnc2ccccc12", "total_energy_ha": -787.781030}



- Number 4 is which compound?
  C16H23ClNO6